(1)
C3H2N4O6 | ωB97M-V/def2-TZVPD

**LUMO energy**: -2.114 eV
**ΔE to the lowest compared entry with this formula, charge and spin**: 284.25 kJ/mol
**Gap between HOMO and LUMO**: 10.04 eV
**Highest occupied orbital energy**: -12.15 eV

```
! RIJCOSX wB97M-V def2-TZVPD def2/J DEFGRID3
* xyz 0 1
O -1.36717 0.82530 2.23819
O -3.86927 0.25618 0.10439
O -3.67176 -1.93194 -0.15170
O -2.04828 1.30944 -1.94874
O -0.31769 2.41736 -1.41400
O -1.51410 2.65500 1.04057
N -0.83726 -1.48467 0.08746
N -1.31618 1.50421 1.23484
N -1.14856 1.55710 -1.24426
N -3.21077 -0.77994 -0.03799
C -1.02432 0.69030 -0.00193
C -1.78727 -0.61330 0.01527
C 0.09954 -0.35134 0.10570
H 0.83215 -0.24836 1.02593
H 0.63931 -0.32417 -0.72239
*
```

(2)
C3H2N6S | ωB97M-V/def2-TZVPD

**LUMO energy (alpha / beta)**: -2.067 / -2.067 eV
**ΔE to the lowest compared entry with this formula, charge and spin**: 133.50 kJ/mol
**Gap between HOMO and LUMO (alpha / beta)**: 8.53 / 8.53 eV
**Highest occupied orbital energy (alpha / beta)**: -10.60 / -10.60 eV

```
! RIJCOSX wB97M-V def2-TZVPD def2/J DEFGRID3
* xyz 0 1
S 1.29593 1.01904 0.21869
N 6.15776 -0.76367 -0.35866
N 5.07025 -1.45114 -0.14864
N 1.87537 -0.53307 0.25893
N 1.02834 -1.41739 -0.01072
N 4.62159 0.79453 -0.40734
N 5.89817 0.55289 -0.50905
C -0.19533 -0.93350 -0.25424
C 4.26334 -0.43799 -0.20156
C -0.25273 0.43861 -0.17816
H -1.00191 -1.60515 -0.47888
H -1.08763 1.08910 -0.33652
*
```

(3)
C3H2NO2S | ωB97M-V/def2-TZVPD

**LUMO energy**: 3.782 eV
**ΔE to the lowest compared entry with this formula, charge and spin**: 262.80 kJ/mol
**Gap between HOMO and LUMO**: 7.58 eV
**Highest occupied orbital energy**: -3.80 eV

```
! RIJCOSX wB97M-V def2-TZVPD def2/J DEFGRID3
* xyz -1 1
S 0.86287 2.16897 0.74229
O 0.31612 3.25114 1.57152
O 1.34681 2.63406 -0.57193
N -0.72777 1.27147 0.18169
C -0.64653 0.08610 -0.00541
C -0.23854 -1.13290 -0.10740
C -0.29813 -2.38657 -0.49116
H 0.53808 -3.05583 -0.32568
H -1.15291 -2.83645 -0.99391
*
```

(4)
C3H2NO2S | ωB97M-V/def2-TZVPD

**LUMO energy**: 3.345 eV
**ΔE to the lowest compared entry with this formula, charge and spin**: 465.10 kJ/mol
**Gap between HOMO and LUMO**: 6.30 eV
**Highest occupied orbital energy**: -2.95 eV

```
! RIJCOSX wB97M-V def2-TZVPD def2/J DEFGRID3
* xyz -1 1
S 2.94701 -0.08561 -0.18970
O -1.53574 1.56693 -0.37377
O -1.59463 -0.42720 0.51292
N 0.50692 0.59941 -0.14692
C 1.40386 -0.17944 0.49287
C -0.86457 0.65400 0.05754
C -1.44552 -1.75624 0.35151
H 0.88654 1.42251 -0.64703
H -0.30387 -1.79438 -0.05744
*
```

The lowest ΔE to the lowest compared entry with this formula, charge and spin belongs to which entry?
C3H2N6S